No. 1
109
Properties=species:S:1:pos:R:3:lowdin_charge:R:1 method="wB97M-V/def2-TZVPD" total_charge=-2 gap_ev=5.990 e_tot_ha=-2703.33769 homo_energy_ev=-2.17 lumo_ev=3.82 max_force_ev_per_a=10.79
Mg 1.9721 -3.6905 -1.5836 0.7883
C -4.8950 -4.1032 -1.0597 -0.0675
C -4.2179 -4.8122 0.0746 -0.2140
C -5.0415 -5.1474 1.1247 -0.0842
C -4.5135 -5.8257 2.1884 -0.1616
C -3.1967 -6.0222 2.2681 -0.1244
C -2.2432 -5.6248 1.2798 0.0068
C -2.8074 -5.1058 0.0856 -0.2306
N -2.0962 -4.9181 -1.0451 0.0725
C -0.6595 -4.8558 -1.1807 -0.5718
N -0.1886 -6.1081 -0.6555 0.0628
C 1.1743 -6.6180 -0.8820 -0.2346
C 2.2673 -5.7810 -0.9615 -0.1306
C 3.5339 -6.3948 -1.1601 -0.1680
C 3.6903 -7.7635 -1.2978 -0.1462
C 2.5644 -8.5616 -1.1754 -0.1182
C 1.2942 -8.0342 -1.0345 -0.2402
C 0.1167 -8.9587 -0.8473 -0.0770
N -0.0628 -3.8814 -1.6728 -0.0088
C -1.3434 1.7319 1.2681 -0.0003
C -2.6055 1.4454 0.6090 -0.0358
C -3.1660 0.2188 0.7265 -0.1406
C -2.5692 -0.7998 1.4576 -0.1124
C -1.3869 -0.5390 2.0477 -0.0958
C -0.7442 0.6595 1.9303 -0.2224
C 0.5377 0.8828 2.6984 -0.0196
H -5.9529 -3.9426 -0.9197 0.0608
H -4.7828 -4.6984 -2.0413 0.1074
H -4.4772 -3.1223 -1.1352 0.0643
H -6.0210 -4.8364 1.1412 0.0773
H -5.1242 -6.0767 3.0723 0.1014
H -2.8293 -6.5590 3.1282 0.0887
H -1.2156 -5.6679 1.4519 0.0784
H -2.4559 -4.1129 -1.6158 0.1344
H -0.9511 -6.8145 -0.8098 0.1174
H 4.4127 -5.8290 -1.1085 0.0514
H 4.7136 -8.2109 -1.5636 0.1072
H 2.7138 -9.6594 -1.4074 0.1079
H 0.5514 -9.9440 -0.9610 0.0520
H -0.6559 -8.9994 -1.6196 0.0740
H -0.3277 -8.8584 0.1435 0.0790
H -3.2492 2.1656 0.0861 0.1087
H -4.1346 0.0290 0.1679 0.1046
H -2.9390 -1.8110 1.7554 0.1089
H -0.9311 -1.2599 2.6520 0.0881
H 0.6416 1.8726 3.0868 0.0714
H 1.3230 0.7871 1.9810 0.0693
H 0.7097 0.1105 3.3956 0.0606
O 3.2149 -1.9910 -1.2013 -0.0356
C 4.1532 -2.3444 -1.9414 -0.4430
N 3.8589 -3.2429 -2.8805 0.1020
C 5.0032 -3.5826 -3.5882 -0.4773
O 5.0777 -4.1453 -4.5867 0.1390
C 6.1815 -2.9237 -2.7995 -0.0895
C 7.5401 -3.0369 -3.2013 -0.0311
C 8.3295 -2.0872 -2.6521 -0.1256
C 7.8832 -1.1014 -1.7616 -0.0345
C 6.4843 -1.1253 -1.3404 0.0290
C 5.6566 -2.0558 -1.9040 -0.1040
H 7.8062 -3.9263 -3.9408 0.1596
H 9.4571 -2.0748 -2.9444 0.1282
H 8.4827 -0.4203 -1.5861 -0.0001
H 5.9894 -0.2775 -0.7797 0.1225
C -5.7217 8.1957 2.5413 -0.0905
C -5.0773 7.3529 1.4251 -0.5425
C -4.6443 8.3706 0.3645 -0.0646
C -6.1892 6.3885 0.9049 -0.0473
C -3.8940 6.4790 1.9516 -0.1957
C -3.4279 6.3886 3.2521 -0.0716
C -2.3375 5.5266 3.6774 0.0070
C -1.7418 4.7214 2.6901 -0.2119
O -0.7600 3.8299 2.7181 0.0798
B -0.6364 3.2167 1.2758 -0.5565
O -1.5105 4.0919 0.5093 0.1027
C -2.1529 4.9168 1.3030 -0.2021
C -3.1393 5.8192 0.9204 0.0301
H -6.5380 8.7700 2.2204 0.0558
H -5.0494 8.9329 2.9844 0.0830
H -6.0375 7.6128 3.3408 0.0501
H -5.5490 8.8038 -0.0998 0.0799
H -4.0991 7.8933 -0.3945 0.0433
H -4.0287 9.1880 0.8345 0.1004
H -7.0550 6.8995 0.4796 0.0678
H -6.4782 5.9002 1.8479 0.0831
H -5.6686 5.6546 0.2071 0.0967
H -3.8551 6.9779 4.0188 0.0669
H -2.0372 5.5289 4.6830 0.0724
H -3.5139 5.8503 -0.0578 0.0856
C 3.9841 4.8449 -0.0218 -0.0148
C 2.6693 4.3180 -0.5975 -0.4383
C 2.0114 5.1859 -1.6707 0.0163
O 1.7922 4.3445 0.5882 0.0717
B 0.9178 3.2094 0.4941 -0.3753
O 1.3636 2.3519 -0.5017 0.1241
C 2.6889 2.8100 -0.9549 -0.4496
C 3.7163 1.9860 -0.1250 -0.0326
C 2.9368 2.4828 -2.4192 -0.0066
H 3.9499 5.8242 0.3940 0.0775
H 4.7112 4.8022 -0.8056 0.0754
H 4.3120 4.2473 0.8017 0.0669
H 1.4265 5.9567 -1.2285 0.0906
H 1.3383 4.5873 -2.2584 0.0898
H 2.7543 5.6253 -2.2241 0.0511
H 3.6035 2.1607 1.0266 0.1237
H 4.7852 2.2061 -0.4087 0.0863
H 3.5591 0.8853 -0.3109 0.0877
H 2.0657 2.6410 -3.0227 0.0772
H 3.2600 1.4575 -2.5106 0.0743
H 3.7462 3.1434 -2.8175 0.1037


No. 2
43
Properties=species:S:1:pos:R:3:lowdin_spin:R:1 method="wB97M-V/def2-TZVPD" s_squared=0.757 multiplicity=2 total_charge=+1 gap_ev="7.232 / 7.499" e_tot_ha=-3289.08237 homo_energy_ev="-12.05 / -12.03" lumo_ev="-4.82 / -4.53" max_force_ev_per_a=0.82
Ru 0.4096 0.0048 -0.4474 0.9123
C 1.8351 2.2319 1.5445 0.0081
C 2.0864 2.7951 0.1458 0.0025
S 1.2695 2.0704 -1.3272 0.0089
C -0.1541 3.1484 -1.6488 0.0030
C -1.1911 3.0571 -0.5553 -0.0006
S -1.5327 1.2891 -0.2156 -0.0186
C -1.9262 1.3723 1.5590 -0.0008
C -0.7368 1.3761 2.5113 0.0027
S 0.3694 2.8175 2.4496 0.0005
H 2.6905 2.5514 2.1420 0.0009
H 1.8764 1.1425 1.5660 0.0028
H 3.1401 2.6685 -0.0974 0.0003
H 1.8577 3.8611 0.0959 -0.0001
H -0.5363 2.7992 -2.6098 0.0001
H 0.1991 4.1697 -1.7929 0.0006
H -2.1402 3.5058 -0.8487 -0.0004
H -0.8313 3.5143 0.3621 0.0000
H -2.5696 0.5145 1.7592 0.0000
H -2.5404 2.2688 1.6640 -0.0006
H -0.1350 0.4765 2.3862 0.0013
H -1.1382 1.3391 3.5254 0.0002
O 1.7721 -0.7572 -2.6387 0.0200
P 2.7410 -1.2184 -1.4179 0.0010
O 4.0581 -1.6532 -1.8341 0.0002
O 2.5012 -0.0460 -0.4192 0.0002
O 1.7952 -2.3530 -0.7185 -0.0001
P 1.6343 -2.3749 0.9215 0.0041
O 0.8274 -3.7301 1.1432 0.0012
O 2.8893 -2.2816 1.6487 -0.0006
O 0.5008 -1.2983 1.1011 0.0338
H 1.9995 -1.2105 -3.4659 0.0010
H 1.4073 -4.4243 1.5001 0.0003
C -2.4471 -3.0805 -2.1186 -0.0015
S -1.2473 -2.6681 -0.8643 0.0036
C -2.2671 -2.7822 0.5935 0.0034
O -1.1280 -1.1331 -1.1329 0.0100
H -3.2854 -2.3894 -2.0596 0.0000
H -2.7659 -4.1082 -1.9432 -0.0003
H -1.9474 -3.0098 -3.0815 0.0000
H -2.5186 -3.8346 0.7303 0.0006
H -3.1650 -2.1795 0.4635 0.0000
H -1.6563 -2.4410 1.4245 0.0000


No. 3
57
Properties=species:S:1:pos:R:3:nbo_charge:R:1 method="wB97M-V/def2-TZVPD" total_charge=+1 gap_ev=5.270 e_tot_ha=-2126.68042 homo_energy_ev=-8.59 lumo_ev=-3.32 max_force_ev_per_a=2.76
C 0.4111 -4.1345 0.2102 -0.1899
C 0.7349 -2.8808 -0.2963 -0.0401
C -0.3289 -2.0041 -0.7194 0.1779
C -1.6547 -2.3231 -0.3369 -0.1502
C -1.9284 -3.5369 0.2968 -0.2118
C -0.9143 -4.4577 0.5286 -0.2554
C -2.7406 -1.3165 -0.5288 -0.2806
C -2.3580 -0.1727 -1.4114 -0.1585
C -1.0067 -0.0181 -1.8051 0.2692
C -0.6430 1.1295 -2.5871 -0.1114
C -1.6202 2.0100 -3.0199 -0.1904
C -2.9508 1.8496 -2.6132 -0.2747
C -3.3063 0.7761 -1.7986 -0.1689
H 1.2115 -4.8497 0.4121 0.2163
H -2.9664 -3.7566 0.5694 0.2051
H -1.1444 -5.4316 0.9660 0.2215
H -3.6772 -1.7853 -0.8581 0.2271
H -1.3346 2.8459 -3.6650 0.2124
H -3.7002 2.5673 -2.9412 0.2220
H -4.3443 0.6461 -1.4734 0.2091
N -0.0198 -0.8664 -1.3991 -0.6812
Tl -3.0906 -0.8658 2.5504 0.8310
C 2.1429 -2.3517 -0.3075 -0.7040
H 2.3776 -1.9157 -1.2881 0.2470
H 2.8774 -3.1233 -0.0473 0.2289
C 0.8273 1.3762 -2.8505 -0.7249
H 1.3501 0.4418 -3.0964 0.2869
H 0.9722 2.1275 -3.6393 0.2511
P 2.3086 -0.9229 0.8973 0.7986
P 1.6087 2.0243 -1.3425 1.2754
C 0.6842 3.4393 -0.7625 -0.9810
H 0.4897 3.3229 0.3117 0.2646
H 1.2726 4.3489 -0.9406 0.2591
H -0.2771 3.5146 -1.2839 0.2871
C 3.3268 2.4141 -1.6401 -0.9720
H 3.4159 3.4788 -1.8949 0.2653
H 3.8920 2.2062 -0.7215 0.2712
H 3.7211 1.7963 -2.4584 0.2758
C 1.4574 -1.6412 2.3602 -0.9419
H 1.9236 -2.5961 2.6375 0.2344
H 1.5337 -0.9402 3.2013 0.2228
H 0.3952 -1.8055 2.1371 0.2289
C 4.0340 -1.2075 1.4617 -0.9350
H 4.2114 -0.5820 2.3461 0.2339
H 4.1910 -2.2647 1.7152 0.2257
H 4.7314 -0.9008 0.6719 0.2330
H -3.0578 -0.8395 0.6228 -0.0648
H 1.5223 1.0018 -0.3591 0.0716
C -0.4824 1.1979 3.1998 -0.7394
S -1.4218 1.2275 1.6377 0.1603
C -2.7567 2.3628 2.1529 -0.7339
H 0.5775 1.2368 2.9249 0.2441
H -0.6802 0.2749 3.7620 0.2179
H -0.7366 2.0766 3.8019 0.2375
H -3.6386 1.8213 2.5252 0.2026
H -2.3788 3.0424 2.9254 0.2403
H -3.0430 2.9335 1.2597 0.2545


No. 4
51
Properties=species:S:1:pos:R:3:nbo_charge:R:1 method="wB97M-V/def2-TZVPD" gap_ev=8.010 e_tot_ha=-10114.14598 homo_energy_ev=-9.28 lumo_ev=-1.27 max_force_ev_per_a=1.17
Rh 0.9857 -0.4953 0.9830 0.2622
F -1.6662 -4.0045 -1.0097 -0.3204
C -0.3459 -4.0804 -1.2392 0.9649
F -0.0941 -3.3800 -2.3428 -0.3037
F -0.0506 -5.3631 -1.4858 -0.3140
C 0.4512 -3.5027 -0.0269 0.0214
O 0.3189 -2.1577 -0.0769 -0.8284
C -0.1801 -4.0309 1.3012 0.9566
F 0.6397 -3.7656 2.3346 -0.3243
F -1.3328 -3.3975 1.5555 -0.3177
F -0.4291 -5.3425 1.2985 -0.3082
C 1.9221 -4.0047 -0.1182 0.9676
F 2.7124 -3.2793 0.6855 -0.3236
F 2.0542 -5.2845 0.2450 -0.3099
F 2.3949 -3.8766 -1.3607 -0.3089
C -2.2704 1.4461 -3.5025 -1.0987
Ge -1.0709 2.7599 -2.6966 1.6138
C 0.6382 2.8163 -3.6258 -1.0917
C -1.9093 4.5231 -2.6643 -1.0836
C -0.7576 2.2521 -0.8031 -1.0528
Se -0.5290 0.3289 -0.6544 0.6950
C -2.2860 -0.2362 -0.0660 -0.7894
H -2.4526 1.7114 -4.5442 0.2409
H -3.2313 1.4229 -2.9866 0.2290
H -1.8315 0.4481 -3.4785 0.2398
H 0.4747 2.9772 -4.6919 0.2357
H 1.1860 1.8829 -3.4981 0.2442
H 1.2522 3.6314 -3.2428 0.2368
H -2.1436 4.8502 -3.6776 0.2367
H -1.2403 5.2571 -2.2145 0.2351
H -2.8350 4.5015 -2.0886 0.2313
H -1.5731 2.5737 -0.1658 0.2414
H 0.1596 2.6920 -0.4189 0.2681
H -2.8907 -0.3750 -0.9579 0.2386
H -2.7220 0.4994 0.6048 0.2326
H -2.1324 -1.1887 0.4351 0.2607
Cl 2.6655 -1.1180 2.6929 0.1381
C 1.6393 0.0532 3.5232 0.0239
C 0.8153 0.7385 2.6359 -0.2940
C -0.0571 1.6371 3.2376 -0.0720
Cl -1.1639 2.5606 2.2906 0.0251
C -0.0761 1.8309 4.6268 -0.0863
Cl -1.1707 2.9508 5.3339 0.0685
C 0.7896 1.1142 5.4544 -0.0746
Cl 0.7686 1.3458 7.1543 0.0747
C 1.6715 0.1946 4.8946 -0.1382
Cl 2.7516 -0.7314 5.8509 0.0745
Cl 2.8193 2.0260 -0.5336 -0.3905
Si 2.6034 -0.0309 -0.4962 1.2760
Cl 2.2613 -0.6338 -2.4158 -0.3499
Cl 4.4670 -0.7465 -0.0548 -0.3526